Record 1
Molecular formula: C19H62O16P
Method: DFT, ωB97M-V/def2-TZVPD

Energy relative to the best compared isomer or geometry (same formula, charge and spin)   21.9 kJ/mol
Orbital gap   7.2 eV
LUMO energy   6.44 eV
Molecular weight   577.66 g mol⁻¹
Net charge   -3
Max |F|   14.8 eV Å⁻¹

Atoms and positions in Å:
1 P -0.16251 -0.56729 -0.45283
2 O 0.43408 -1.56669 -1.40835
3 O 0.94875 -0.00230 0.58977
4 O -1.18504 -1.14850 0.29263
5 O -0.68437 0.54580 -1.22525
6 C 0.27411 1.26696 -5.85894
7 C 0.18921 0.61917 -4.50004
8 O -1.03203 0.86460 -3.87955
9 H -0.73767 1.09325 -6.42074
10 H 1.15072 1.11214 -6.48829
11 H 0.07578 2.47440 -5.70778
12 H 1.07161 1.05256 -3.65696
13 H 0.49899 -0.37080 -4.55891
14 H -1.03153 0.59367 -2.97078
15 C -5.53184 -0.46826 1.83936
16 C -4.13746 -0.99405 1.12036
17 O -3.08022 -0.61713 1.84627
18 H -5.54513 -0.76061 2.90630
19 H -6.43739 -0.68806 1.29516
20 H -5.61604 0.58159 1.70123
21 H -4.09106 -0.37860 0.08811
22 H -4.14259 -2.11790 0.77843
23 H -2.40701 -0.75803 1.17404
24 C -0.00629 -2.91488 4.43161
25 C 0.05119 -2.15685 3.02912
26 O 1.21660 -1.47081 2.95833
27 H 0.86628 -3.56571 4.45854
28 H -0.79425 -3.49269 4.59422
29 H -0.25558 -2.27958 5.31767
30 H -0.90387 -1.76849 2.65619
31 H -0.22071 -2.81689 2.32329
32 H 1.11617 -0.91700 2.01747
33 C 3.95725 -0.12368 -3.91317
34 C 3.10282 -0.64439 -2.74132
35 O 2.23161 -1.73364 -3.13334
36 H 4.64552 0.59038 -3.57749
37 H 3.50863 0.57337 -4.56749
38 H 4.32646 -1.05894 -4.37613
39 H 2.65791 0.27622 -2.18888
40 H 3.68026 -0.82669 -1.84834
41 H 1.36474 -1.47526 -2.60654
42 C -4.76090 2.77331 -0.48723
43 C -3.29585 2.16829 -0.40628
44 O -3.09566 1.37616 -1.46835
45 H -5.44118 2.02327 -0.60661
46 H -5.01860 3.42682 -1.36193
47 H -4.97546 3.21900 0.27450
48 H -2.42968 2.96838 -0.47291
49 H -3.11494 1.42533 0.34382
50 H -2.23973 1.03518 -1.48483
51 C 5.31769 0.45118 1.81475
52 C 3.82090 0.19052 1.88773
53 O 3.39428 0.45586 0.55861
54 H 5.73502 0.20750 2.66095
55 H 5.68300 1.40021 1.35691
56 H 5.66177 -0.19143 1.14731
57 H 3.26620 0.85483 2.44702
58 H 3.35840 -0.86006 2.25585
59 H 2.42726 0.21057 0.52551
60 C -0.78057 2.93130 3.52340
61 C -0.50416 1.89220 2.38121
62 O 0.87881 1.78291 2.19219
63 H -0.29008 3.72181 3.28845
64 H -0.35929 2.58202 4.49844
65 H -1.74409 2.98286 3.57038
66 H -0.91671 2.08455 1.49379
67 H -0.97366 0.89816 2.60748
68 H 0.86300 1.03368 1.53957
69 C 2.76298 -3.25227 0.12588
70 O 1.70693 -3.59986 -0.91158
71 H 3.65852 -2.97868 -0.41529
72 H 2.83827 -3.75947 1.00345
73 H 2.49520 -2.23625 0.59709
74 H 1.16410 -2.74767 -1.10006
75 C 1.81221 3.75200 2.98569
76 O 2.39842 2.89638 2.04655
77 H 1.75886 4.76265 2.55502
78 H 2.49502 4.05782 3.90690
79 H 0.92038 3.56612 3.29939
80 H 1.92889 2.17258 1.86592
81 C -2.64627 -1.79101 -2.62496
82 O -1.56056 -2.44686 -2.99129
83 H -2.81490 -1.95106 -1.57893
84 H -3.52039 -2.12836 -3.14879
85 H -2.60412 -0.66862 -2.81435
86 H -0.83809 -2.01048 -2.53477
87 C -1.19448 -4.54165 0.18626
88 O -2.11408 -3.64627 0.75917
89 H -1.02704 -4.06064 -0.73432
90 H -1.48588 -5.49551 0.01601
91 H -0.04935 -4.60865 0.82349
92 H -1.80071 -2.67826 0.83197
93 C 1.24197 2.92503 -0.81036
94 O 0.22394 2.84746 -1.72434
95 H 0.99318 3.05864 0.25278
96 H 1.59779 1.87564 -0.72765
97 H 2.09958 3.63784 -1.01954
98 H -0.27228 2.04458 -1.53604

Record 2
Molecular formula: C3H10OS2
Method: DFT, ωB97M-V/def2-TZVPD

Energy relative to the best compared isomer or geometry (same formula, charge and spin)   47.2 kJ/mol
Orbital gap   9.9 eV
LUMO energy   0.17 eV
Molecular weight   126.25 g mol⁻¹
SMILES string   CCCO.SS
Net charge   0
Max |F|   0.6 eV Å⁻¹

Atoms and positions in Å:
1 C 0.17957 -0.04821 -0.41619
2 O 0.09228 0.53440 -1.70642
3 C 1.28566 -1.07424 -0.39766
4 C 1.46770 -1.69999 0.97972
5 H 0.35796 0.73993 0.32639
6 H -0.78341 -0.49397 -0.14878
7 H -0.66868 1.12343 -1.70807
8 H 1.06259 -1.86284 -1.11687
9 H 2.19373 -0.58039 -0.75011
10 H 0.52073 -2.13219 1.31161
11 H 2.18027 -2.52318 0.92370
12 H 1.81644 -1.02965 1.76187
13 S -2.97617 1.61085 -0.51808
14 S -2.32907 3.32639 0.42750
15 H -3.41582 1.02250 0.60393
16 H -0.98379 3.08717 0.42745

Record 3
Molecular formula: C8H11BrFN
Method: DFT, ωB97M-V/def2-TZVPD

Energy relative to the best compared isomer or geometry (same formula, charge and spin)   169.5 kJ/mol
Orbital gap   8.4 eV
LUMO energy   -0.24 eV
Molecular weight   220.09 g mol⁻¹
Net charge   0
Max |F|   6.5 eV Å⁻¹

Atoms and positions in Å:
1 C -0.41005 -2.74270 -0.47237
2 C -0.40396 -2.46611 0.84270
3 C -0.03864 -1.79165 -1.48177
4 C -0.18982 -1.10511 1.35670
5 C 0.79054 -0.17187 -0.15052
6 C 0.46138 2.13415 1.06045
7 C -0.95349 1.72157 -1.05023
8 C 0.29574 1.34852 -0.21897
9 N 0.58936 -0.70369 -1.35973
10 F 1.35135 1.91341 -0.98648
11 Br 2.67259 -0.32889 0.48953
12 H -0.59391 -3.80827 -0.69023
13 H -0.67945 -3.10356 1.69825
14 H -0.18748 -2.18519 -2.58265
15 H -1.10212 -0.41348 1.21573
16 H 0.51768 -0.87824 2.09427
17 H 1.00778 3.12787 0.87234
18 H 1.12065 1.59508 1.73554
19 H -0.56444 2.39240 1.32825
20 H -1.79927 1.49687 -0.40054
21 H -0.96214 2.72628 -1.34685
22 H -0.92229 1.24260 -1.95341

Record 4
Molecular formula: C2H8OS2
Method: DFT, ωB97M-V/def2-TZVPD

Energy relative to the best compared isomer or geometry (same formula, charge and spin)   4.7 kJ/mol
Orbital gap   9.7 eV
LUMO energy   0.66 eV
Molecular weight   112.22 g mol⁻¹
SMILES string   CSSC.O
Net charge   0
Max |F|   1.1 eV Å⁻¹

Atoms and positions in Å:
1 S -0.09545 1.36549 0.99851
2 S 1.64687 0.36499 1.34211
3 C -1.33682 0.13547 1.45435
4 C 1.87251 -0.54700 -0.20033
5 H -2.32724 0.60628 1.33601
6 H -1.22193 -0.18321 2.50404
7 H -1.29244 -0.75769 0.80866
8 H 1.06053 -1.27261 -0.37580
9 H 1.92929 0.13369 -1.06638
10 H 2.82527 -1.09725 -0.12229
11 O -0.95873 0.02101 -2.23791
12 H -0.69141 0.65094 -1.53082
13 H -1.41044 0.57985 -2.91016

Record 5
Molecular formula: C5H12N
Method: DFT, ωB97M-V/def2-TZVPD

Energy relative to the best compared isomer or geometry (same formula, charge and spin)   190.5 kJ/mol
Orbital gap   10.7 eV
LUMO energy   -3.44 eV
Molecular weight   86.16 g mol⁻¹
Net charge   +1
Max |F|   0.7 eV Å⁻¹

Atoms and positions in Å:
1 C -1.11423 0.38330 2.19824
2 C -1.41593 0.09959 0.76937
3 C -2.41279 0.47124 -0.01690
4 N -0.38261 -0.78316 0.13935
5 H -1.95399 0.88264 2.66956
6 H -0.86877 -0.52723 2.74552
7 H -0.26592 1.07218 2.25262
8 H -2.44819 0.21532 -1.06818
9 H -3.28484 0.97413 0.37647
10 H -0.42757 -1.73728 0.50245
11 H 0.54550 -0.38567 0.32616
12 H -0.48708 -0.81461 -0.87250
13 C 3.02450 0.18156 -1.41470
14 C 1.83203 -0.11453 -1.91908
15 H 3.39164 1.19726 -1.39923
16 H 3.64785 -0.61316 -1.02638
17 H 1.16610 0.63146 -2.34070
18 H 1.45430 -1.13304 -1.92208